Entry 1:
ORCA calculation (the ωB97M-V functional and the def2-TZVPD basis) on CH4BrClSi as an isolated structure at a distorted geometry.

```
8
Properties=species:S:1:pos:R:3:mulliken_charge:R:1
C 1.677 0.582 -0.711 -0.080
Si -1.195 -0.324 -0.004 0.481
Cl 1.960 1.937 0.168 0.025
Br 2.395 -0.927 0.067 0.018
H -0.321 -0.944 1.057 -0.128
H -2.470 -0.395 0.814 -0.126
H -0.993 -1.018 -1.281 -0.063
H -1.053 1.088 -0.110 -0.126
```

The energy above the lowest of the compared OMol25 structures with the same formula, charge and spin is 136.41 kcal per mole. The HOMO energy is -9.4 eV. The calculation puts the calculated total energy at -3364.032558 a.u. The gap between HOMO and LUMO is 8.1 eV.

Entry 2:
ORCA calculation (the ωB97M-V functional and the def2-TZVPD basis) on a 2-piece molecular cluster, CH4BrFSi overall at a distorted geometry.

```
8
Properties=species:S:1:pos:R:3:mulliken_charge:R:1
C 0.812 -1.078 0.972 -0.983
F -1.123 1.398 -3.166 -0.365
Si 0.381 0.362 -0.208 0.321
Br -1.492 1.252 1.085 -0.300
H 0.059 -1.876 1.051 0.321
H 1.813 -1.404 0.857 0.344
H 0.764 -0.505 1.832 0.301
H -1.213 1.850 -2.423 0.361
```

The energy above the lowest of the compared OMol25 structures with the same formula, charge and spin is 78.56 kcal per mole. The HOMO energy is -9.2 eV. The calculation puts the calculated total energy at -3003.854534 a.u. The gap between HOMO and LUMO is 8.1 eV.

Entry 3:
ORCA calculation (the ωB97M-V functional and the def2-TZVPD basis) on CH4BrN2OV as an isolated structure at a distorted geometry.

```
10
Properties=species:S:1:pos:R:3:mulliken_charge:R:1
V -2.126 1.338 2.753 0.949
Br -1.328 -0.225 1.887 -0.316
C 0.889 -0.030 -0.870 0.613
O 1.860 0.198 -1.565 -0.585
N 0.774 0.304 0.430 -0.340
N -0.220 -0.702 -1.388 -0.291
H 1.497 0.758 0.970 0.170
H -0.073 0.153 0.959 0.518
H -0.275 -0.848 -2.386 0.225
H -0.997 -0.946 -0.791 0.058
```

The energy above the lowest of the compared OMol25 structures with the same formula, charge and spin is 60.96 kcal per mole. The HOMO energy (spin up / spin down) is -12.7 / -12.8 eV. The calculation puts the calculated total energy at -3742.846267 a.u. The gap between HOMO and LUMO (spin up / spin down) is 5.9 / 6.0 eV. Its total charge is +1. The spin multiplicity is 4.

Entry 4:
ORCA calculation (the ωB97M-V functional and the def2-TZVPD basis) on a 2-piece molecular cluster, CH4BrOP overall at a distorted geometry.

```
8
Properties=species:S:1:pos:R:3:mulliken_charge:R:1
C 0.679 0.380 0.227 -0.277
O 0.551 1.518 -0.540 -0.404
P -1.292 -1.394 -0.375 -0.075
Br 2.289 -0.613 0.150 -0.077
H 0.588 0.734 1.214 0.352
H 0.570 1.298 -1.434 0.348
H -1.405 -1.833 0.996 0.063
H -1.981 -0.091 -0.237 0.070
```

The energy above the lowest of the compared OMol25 structures with the same formula, charge and spin is 32.10 kcal per mole. The HOMO energy (spin up / spin down) is -7.3 / -10.2 eV. The calculation puts the calculated total energy at -3030.939965 a.u. The gap between HOMO and LUMO (spin up / spin down) is 8.0 / 8.1 eV. The spin multiplicity is 3.